# C7H29NO7

A 8-piece molecular cluster, C7H29NO7 overall at a distorted geometry (ωB97M-V/def2-TZVPD, OMol25).

The frontier orbital gap is 10.098 eV. Its LUMO energy is 0.235 eV. Its SMILES is C=CCCNCCC.O.O.O.O.O.O.O. Its energy above the lowest of the compared OMol25 structures with the same formula, charge and spin is 1.997 eV.

ORCA input file:
```
! wB97M-V def2-TZVPD RIJCOSX def2/J DEFGRID3
* xyz 0 1
H 0.17011 -2.86843 1.92835
H 1.57852 0.44206 -2.30962
H -2.41605 -1.45076 -3.09838
C -1.31427 1.08206 2.14000
C 3.26368 -2.29394 -0.85842
H 0.24849 -0.17716 2.95095
O -4.16939 1.44492 -1.12567
H -3.14375 -1.68669 -0.55929
H -1.84268 -0.68802 -1.95365
H -4.33161 1.91218 -0.29700
C -0.67934 -0.30681 2.39038
O 1.09254 1.07619 -1.77431
H 2.86855 -1.33192 -1.15268
H 1.18941 1.20632 2.75222
O -1.75483 -0.77186 -2.91744
H -3.45794 0.85001 -0.83206
H -1.60872 1.35936 3.15458
H 0.83428 -2.01214 -0.77099
H 0.19492 2.77400 2.18862
C 2.43303 -3.10689 -0.20316
H -2.14368 0.93467 1.45630
H 0.33318 -3.58649 -0.21744
H 0.06752 1.84379 0.65847
H 0.77337 1.71659 -2.42409
H -0.18664 -0.41356 0.42541
O 2.08371 1.37439 3.10334
O 3.26770 2.50096 0.37254
H 2.69924 2.16792 -0.31950
C 0.97380 -2.74084 0.02277
O -0.48091 1.41072 -4.00706
H -2.24294 -1.03539 0.45207
H -1.37622 -0.83108 3.03743
C -0.47289 2.23370 1.51830
H -0.66510 0.53624 -4.35263
H -1.29878 1.72817 -3.61558
N -0.45296 -1.07985 1.15303
H 2.73569 -4.12925 -0.00137
H 2.96238 2.48215 1.27724
H -1.23003 2.98945 1.30582
C 0.61387 -2.04916 1.36002
H 1.56180 -1.65150 1.72277
O -2.97753 -0.83832 -0.13321
H 4.27278 -2.67470 -0.94236
H 1.73166 1.62386 3.97483
*
```

These are the natural (NBO) partial charges, in e, on atoms 1 to 6: number 1, H, carries 0.196; number 2, H, carries 0.473; number 3, H, carries 0.465; number 4, C, carries -0.413; number 5, C, carries -0.401; number 6, H, carries 0.164